P) Below is the ion C4H11N3 with charge +2, with properties calculated with ωB97M-V/def2-TZVPD.

Output
orbital gap = 10.33 eV
SMILES = C=[N+]1C[C@@H]1[NH2+]NC

The geometry in ORCA input format:
```
! RIJCOSX wB97M-V def2-TZVPD def2/J DEFGRID3
* xyz 2 1
C -1.393 0.893 -1.521
N -1.291 -0.217 -0.955
C -1.682 -1.179 -0.021
C -0.369 -1.251 -0.753
N 0.766 -0.715 0.096
N 0.924 0.764 0.176
C 1.566 0.960 1.482
H -0.757 1.274 -2.413
H -2.378 1.591 -1.389
H -2.474 -1.904 -0.100
H -1.724 -0.831 0.923
H -0.114 -1.920 -1.451
H 0.640 -0.775 1.081
H 1.636 -1.191 -0.216
H 1.609 1.199 -0.498
H 2.565 0.894 1.485
H 1.303 2.020 1.719
H 1.172 0.386 2.354
*
```



Q) Below is the ion C4H11N3 with charge +2, with properties calculated with ωB97M-V/def2-TZVPD.

Output
orbital gap = 7.50 eV
SMILES = C/[NH+]=C(C)\[NH+]=C\N

The geometry in ORCA input format:
```
! RIJCOSX wB97M-V def2-TZVPD def2/J DEFGRID3
* xyz 2 1
C 0.708 -0.628 -2.354
N -0.550 -0.382 -1.835
C -0.731 0.028 -0.151
C -1.993 -0.061 0.505
N 0.471 0.249 0.427
C 0.546 0.658 1.718
N 1.660 0.785 2.375
H 0.726 -0.440 -3.439
H 1.005 -1.750 -2.330
H 1.564 -0.171 -1.761
H -1.421 -0.574 -2.309
H -2.404 -1.066 0.301
H -2.120 0.190 1.585
H -2.819 0.324 -0.019
H 1.285 -0.105 -0.101
H -0.290 1.235 2.129
H 1.804 1.460 3.057
H 2.558 0.250 2.201
*
```



R) Below is a cluster of 2 separate species, C4H11N3 in total, with properties calculated with ωB97M-V/def2-TZVPD.

Output
orbital gap = 9.40 eV

The geometry in ORCA input format:
```
! RIJCOSX wB97M-V def2-TZVPD def2/J DEFGRID3
* xyz 2 1
C 0.507 0.606 1.836
C -0.272 0.528 -0.434
C -0.395 -0.815 -1.016
C -1.357 -1.027 -2.147
N 1.676 0.061 2.073
N -0.283 1.095 2.727
N 0.646 0.209 -1.510
H -0.858 1.326 -0.359
H 0.092 -1.805 -0.736
H -2.053 -0.092 -2.415
H -2.104 -1.891 -1.854
H -0.904 -1.409 -3.066
H 2.433 0.013 1.405
H 2.169 0.093 3.029
H -1.249 1.205 2.469
H -0.029 1.084 3.764
H 0.351 0.814 -2.358
H 1.629 0.006 -1.406
*
```



S) Below is the ion C4H11N3 with charge +2, with properties calculated with ωB97M-V/def2-TZVPD.

Output
orbital gap = 10.08 eV
SMILES = C/[NH+]=C(C)\[NH+]=C\N

The geometry in ORCA input format:
```
! RIJCOSX wB97M-V def2-TZVPD def2/J DEFGRID3
* xyz 2 1
C -2.349 -0.116 -0.900
N -1.021 0.229 -1.237
C 0.121 0.278 -0.536
C 1.165 1.013 -1.150
N 0.196 -0.376 0.666
C 1.290 -0.435 1.352
N 1.313 -0.984 2.511
H -3.064 0.574 -0.410
H -2.393 -1.062 -0.347
H -2.930 -0.286 -1.883
H -0.864 0.772 -2.092
H 0.765 1.974 -1.636
H 2.141 1.343 -0.545
H 1.508 0.368 -2.041
H -0.537 -0.877 1.077
H 2.087 0.154 1.075
H 2.078 -1.099 3.168
H 0.494 -1.470 2.928
*
```



Most stable pick: S). Distance to second place: 255.5 kJ/mol.



P) Below is a cluster of 4 separate species, C10H18N2O5 in total, with properties calculated with ωB97M-V/def2-TZVPD.

Output
orbital gap = 9.96 eV

The geometry in ORCA input format:
```
! RIJCOSX wB97M-V def2-TZVPD def2/J DEFGRID3
* xyz 0 1
C -0.799 -0.122 -0.532
C -0.307 -0.559 0.971
C -2.301 0.033 -0.617
C -3.102 -1.243 -0.367
C -3.072 1.149 0.209
C -2.470 2.517 0.060
C 2.130 -0.134 0.520
C 2.714 -1.516 0.068
C 3.206 0.728 1.240
C 3.819 1.404 -0.082
H -0.317 -1.086 -2.427
H -1.303 -1.950 -1.174
H -0.346 0.748 -0.896
H -2.362 0.299 -1.583
H -4.274 -0.702 0.695
H -2.177 -2.256 0.326
H -3.657 -1.877 -1.631
H -2.967 0.537 1.249
H -4.216 1.010 -0.177
H -2.908 3.156 0.840
H -1.280 2.445 -0.024
H -2.850 2.829 -0.987
H 1.137 -1.420 1.986
H 1.738 0.290 -0.352
H 2.667 1.481 2.017
H 4.016 0.321 1.916
H 4.880 -0.166 -0.599
H 0.996 -2.139 -0.651
N -0.493 -1.280 -1.324
N 0.946 -0.565 1.250
O -1.098 -0.978 1.839
O 3.965 -1.796 0.089
O 3.348 2.454 -0.559
O 4.819 0.866 -0.767
O 1.918 -2.477 -0.525
*
```



Q) Below is an isolated molecule of C10H18N2O5, with properties calculated with ωB97M-V/def2-TZVPD.

Output
orbital gap = 10.06 eV
SMILES = CC[C@H](C)[C@H](N)C(=O)N[C@@H](CC(=O)O)C(=O)O

The geometry in ORCA input format:
```
! RIJCOSX wB97M-V def2-TZVPD def2/J DEFGRID3
* xyz 0 1
C -1.793 1.660 1.488
C -0.452 2.184 0.929
C 0.925 1.656 1.569
C 1.902 2.927 1.592
C 1.643 0.452 0.965
N 2.355 0.552 -0.378
C 0.486 -0.582 0.635
O -0.050 -1.002 1.711
N 0.105 -0.932 -0.596
C -0.987 -1.879 -0.740
C -1.003 -2.527 -2.171
C -0.658 -1.451 -3.201
O -0.387 -0.221 -3.162
O -0.735 -2.130 -4.374
C -1.249 -2.991 0.350
O -1.003 -4.137 0.120
O -1.715 -2.467 1.539
H -2.540 1.363 0.666
H -1.644 0.813 2.155
H -2.321 2.564 2.103
H -0.424 3.199 0.995
H -0.395 2.061 -0.219
H 0.725 1.532 2.588
H 2.211 3.172 0.645
H 1.368 3.624 2.108
H 2.859 2.800 2.107
H 2.225 -0.123 1.706
H 2.774 -0.361 -0.612
H 3.139 1.183 -0.303
H 0.663 -0.365 -1.409
H -1.953 -1.221 -0.528
H -0.181 -3.218 -2.384
H -1.923 -3.101 -2.489
H -0.686 -1.433 -5.069
H -1.277 -1.602 1.665
*
```



Most stable pick: Q). Distance to second place: 650.0 kJ/mol.



P) Below is a cluster of 2 separate species, C5H8NO in total, with properties calculated with ωB97M-V/def2-TZVPD.

Output
orbital gap = 6.44 eV

The geometry in ORCA input format:
```
! RIJCOSX wB97M-V def2-TZVPD def2/J DEFGRID3
* xyz -1 1
C 2.219 -0.807 -0.032
C 1.072 -0.696 0.156
C 3.677 -1.071 -0.055
C -1.954 1.732 0.145
C -1.720 0.236 0.015
N -2.799 -0.417 -0.210
O -2.932 -1.699 -0.178
H 3.996 -2.083 0.523
H 4.099 -0.192 0.466
H 3.898 -1.258 -1.180
H -2.796 2.141 -0.438
H -1.194 2.423 -0.292
H -1.977 1.955 1.164
H 0.010 -0.351 0.290
H -3.600 0.087 -0.373
*
```



Q) Below is the ion C5H8NO with charge -1, with properties calculated with ωB97M-V/def2-TZVPD.

Output
orbital gap = 5.45 eV
SMILES = C#CC(C)(C)N[O-]

The geometry in ORCA input format:
```
! RIJCOSX wB97M-V def2-TZVPD def2/J DEFGRID3
* xyz -1 1
C -1.100 -2.407 0.208
C -0.763 -1.231 0.206
C 0.146 0.120 -0.006
C -0.720 0.934 -0.882
C 0.482 0.877 1.297
N 1.344 -0.157 -0.786
O 2.358 -0.832 -0.072
H -1.660 -3.284 0.245
H -1.839 0.718 -0.765
H -0.427 1.891 -0.662
H -0.576 0.867 -1.985
H 1.083 0.250 2.084
H 0.958 1.789 0.854
H -0.382 1.145 1.872
H 1.097 -0.679 -1.609
*
```



Most stable pick: Q). Distance to second place: 83.2 kJ/mol.



P) Below is a cluster of 7 separate species, C14H21N7 in total, with properties calculated with ωB97M-V/def2-TZVPD.

Output
orbital gap = 11.63 eV
SMILES = CC#N.CC#N.CC#N.CC#N.CC#N.CC#N.CC#N

The geometry in ORCA input format:
```
! RIJCOSX wB97M-V def2-TZVPD def2/J DEFGRID3
* xyz 0 1
C -8.869 -8.714 -4.699
C -8.519 -10.187 -4.592
N -8.165 -11.262 -4.482
H -7.977 -8.152 -4.979
H -9.288 -8.381 -3.773
H -9.605 -8.590 -5.477
C -6.628 -14.443 -6.184
C -6.582 -15.803 -5.521
N -6.447 -16.826 -4.992
H -7.295 -14.425 -7.025
H -5.663 -14.107 -6.520
H -7.002 -13.717 -5.498
C -11.426 -11.182 -0.898
C -11.631 -10.301 -1.980
N -11.889 -9.590 -2.871
H -10.443 -11.698 -0.897
H -12.176 -12.004 -0.953
H -11.541 -10.718 0.051
C -9.561 -15.512 -3.692
C -9.314 -15.745 -2.244
N -9.320 -15.839 -1.084
H -9.315 -16.332 -4.336
H -9.028 -14.583 -3.890
H -10.612 -15.481 -3.866
C -7.506 -14.226 1.647
C -8.590 -13.302 1.517
N -9.446 -12.549 1.373
H -7.830 -15.265 1.631
H -6.940 -13.960 2.509
H -6.874 -14.092 0.781
C -6.756 -18.912 -2.485
C -6.749 -19.952 -1.460
N -6.730 -20.801 -0.643
H -6.877 -17.896 -2.137
H -7.509 -19.146 -3.238
H -5.760 -18.926 -2.889
C -12.011 -17.899 -1.266
C -12.594 -18.039 -2.592
N -13.095 -18.167 -3.614
H -12.664 -17.266 -0.657
H -11.008 -17.412 -1.355
H -11.892 -18.823 -0.764
*
```



Q) Below is a cluster of 7 separate species, C14H21N7 in total, with properties calculated with ωB97M-V/def2-TZVPD.

Output
orbital gap = 11.78 eV
SMILES = CC#N.CC#N.CC#N.CC#N.CC#N.CC#N.CC#N

The geometry in ORCA input format:
```
! RIJCOSX wB97M-V def2-TZVPD def2/J DEFGRID3
* xyz 0 1
C 4.077 6.247 -3.236
C 3.526 4.899 -3.564
N 3.164 3.869 -3.766
H 3.280 6.969 -3.061
H 4.814 6.497 -4.000
H 4.579 6.134 -2.276
C 6.404 -3.290 -1.324
C 6.667 -4.674 -0.981
N 6.803 -5.777 -0.759
H 6.911 -2.648 -0.603
H 5.346 -3.029 -1.349
H 6.760 -3.128 -2.341
C 0.500 -4.109 8.263
C 0.570 -5.158 9.288
N 0.667 -6.036 10.084
H 0.737 -3.190 8.798
H -0.487 -4.080 7.802
H 1.195 -4.474 7.506
C -1.153 -0.389 -0.829
C -1.170 -0.636 0.589
N -1.149 -0.836 1.763
H -0.922 0.630 -1.139
H -2.090 -0.591 -1.348
H -0.366 -1.004 -1.264
C -5.800 4.413 -4.479
C -7.168 4.565 -4.917
N -8.224 4.592 -5.311
H -5.425 5.427 -4.618
H -5.234 3.761 -5.144
H -5.560 4.049 -3.480
C -8.846 -3.239 -2.500
C -7.850 -2.445 -3.245
N -7.100 -1.810 -3.821
H -8.752 -3.189 -1.415
H -8.608 -4.269 -2.765
H -9.848 -3.115 -2.910
C 4.633 1.315 4.054
C 5.585 1.866 3.008
N 6.261 2.302 2.241
H 3.577 1.315 3.784
H 4.693 1.940 4.945
H 5.002 0.325 4.318
*
```



Most stable pick: P). Distance to second place: 114.5 kJ/mol.